This record from the OMol25 dataset describes a molecular structure, C27H36N4O4ReS2Si at a distorted geometry. The level of theory is wB97M-V/def2-TZVPD.

spin multiplicity = 2
E_LUMO (spin up / spin down) = -0.2889 / -0.2645 Ha
charge = +2
energy = -74398.084 eV
gap between HOMO and LUMO (spin up / spin down) = 5.7 / 6.3 eV
expectation value of S² = 0.794

Structure (XYZ):
```
75
C27H36N4O4ReS2Si wB97M-V/def2-TZVPD
Re 0.28 -0.17 -0.89
C -2.48 3.18 -1.70
Si -2.65 1.27 -1.75
C -2.06 0.64 -3.44
C -4.36 0.49 -1.45
N -1.49 0.71 -0.47
C -1.83 0.78 0.83
C -2.92 1.50 1.35
C -3.18 1.53 2.71
C -2.36 0.86 3.61
C -1.27 0.14 3.14
C -1.03 0.09 1.78
O -0.01 -0.64 1.21
C 0.95 -1.27 2.03
C 2.24 -0.75 2.05
C 3.22 -1.40 2.78
C 2.90 -2.54 3.50
C 1.61 -3.04 3.49
C 0.62 -2.41 2.75
H -3.18 3.62 -2.41
H -1.48 3.49 -2.00
H -2.69 3.62 -0.73
H -2.90 0.49 -4.11
H -1.54 -0.31 -3.36
H -1.39 1.35 -3.92
H -5.06 0.92 -2.16
H -4.77 0.64 -0.46
H -4.33 -0.58 -1.64
H -3.55 2.05 0.68
H -4.03 2.08 3.07
H -2.56 0.89 4.66
H -0.62 -0.38 3.83
H 2.45 0.13 1.47
H 4.22 -1.01 2.80
H 3.67 -3.05 4.07
H 1.37 -3.93 4.05
H -0.38 -2.80 2.74
O -0.74 -1.98 -1.35
S -0.20 -3.31 -1.90
C 0.61 -4.08 -0.44
C -0.49 -4.78 0.33
C -1.35 -5.46 -0.73
C -1.69 -4.37 -1.72
H 1.11 -3.29 0.11
H 1.35 -4.77 -0.83
H -1.09 -4.06 0.87
H -0.08 -5.49 1.04
H -2.26 -5.90 -0.30
H -0.79 -6.26 -1.21
H -2.46 -3.70 -1.34
H -1.99 -4.75 -2.70
N 2.07 1.41 -4.47
C 1.90 0.67 -3.36
O 0.73 0.53 -2.87
C 3.05 0.07 -2.76
C 2.73 -0.72 -1.69
N 2.17 -1.35 -0.88
C 4.34 0.27 -3.26
N 5.38 0.47 -3.70
H 2.98 1.46 -4.91
H 1.28 1.80 -4.96
O 1.36 1.58 -0.26
S 1.10 3.08 -0.42
C 0.31 3.54 1.18
C 1.34 4.31 2.00
C 2.71 3.78 1.60
C 2.72 3.78 0.08
H 0.04 2.58 1.64
H -0.59 4.10 0.99
H 1.15 4.18 3.06
H 1.27 5.37 1.78
H 2.85 2.77 1.97
H 3.52 4.40 1.99
H 3.50 3.17 -0.36
H 2.78 4.79 -0.33
```